A) ORCA calculation (wB97M-V/def2-TZVPD) on C19H23N3O5 in the gas phase.

Positions of all 50 atoms, in Å:
1 C -2.437 -2.620 1.943
2 H -2.042 -2.510 2.958
3 H -1.703 -3.144 1.323
4 H -3.361 -3.195 1.977
5 O -2.792 -1.377 1.387
6 C -1.813 -0.424 1.233
7 C -0.491 -0.663 1.562
8 C 0.500 0.295 1.365
9 C 0.150 1.507 0.792
10 C -1.168 1.765 0.441
11 C -2.183 0.823 0.696
12 O -3.445 1.225 0.377
13 C -4.582 0.486 0.761
14 H -4.590 0.284 1.834
15 H -4.661 -0.455 0.214
16 H -5.429 1.125 0.507
17 O -1.394 2.980 -0.135
18 C -2.276 3.050 -1.243
19 H -3.311 3.184 -0.923
20 H -2.198 2.155 -1.863
21 H -1.956 3.922 -1.814
22 H 0.869 2.273 0.546
23 C 1.893 -0.143 1.626
24 O 2.162 -1.323 1.811
25 N 2.859 0.812 1.636
26 H 2.622 1.743 1.333
27 C 4.242 0.417 1.521
28 H 4.880 1.165 1.995
29 H 4.340 -0.536 2.048
30 C 4.641 0.237 0.038
31 N 3.618 -0.500 -0.666
32 C 2.618 0.193 -1.278
33 O 2.735 1.375 -1.555
34 C 1.362 -0.548 -1.573
35 C 0.291 0.202 -2.063
36 N -0.924 -0.271 -2.244
37 C -1.161 -1.545 -1.953
38 C -0.151 -2.394 -1.504
39 C 1.122 -1.894 -1.306
40 H 1.898 -2.554 -0.947
41 H -0.369 -3.433 -1.304
42 C -2.569 -2.021 -2.113
43 H -3.043 -2.079 -1.133
44 H -3.125 -1.317 -2.725
45 H -2.598 -3.010 -2.565
46 H 0.445 1.244 -2.308
47 H 3.405 -1.408 -0.280
48 H 5.594 -0.291 -0.031
49 H 4.722 1.208 -0.455
50 H -0.177 -1.611 1.966

Output
SMILES: COc1cc(C(=O)NCCNC(=O)c2ccc(C)nc2)cc(OC)c1OC
HOMO energy (Ha): -0.299
Frontier orbital gap (eV): 8.588

***

B) ORCA calculation (wB97M-V/def2-TZVPD) on C19H23N3O5 in the gas phase.

Positions of all 50 atoms, in Å:
1 C 2.706 -3.381 -3.970
2 H 2.365 -2.669 -4.724
3 H 1.990 -4.201 -3.899
4 H 3.682 -3.774 -4.256
5 O 2.914 -2.760 -2.721
6 C 1.894 -2.150 -2.056
7 C 2.283 -1.589 -0.843
8 C 1.403 -0.919 -0.006
9 C 0.068 -0.795 -0.402
10 C -0.320 -1.362 -1.607
11 C 0.552 -2.036 -2.450
12 O 0.155 -2.591 -3.646
13 C -1.190 -2.463 -4.029
14 H -1.264 -2.965 -4.993
15 H -1.480 -1.413 -4.144
16 H -1.862 -2.949 -3.315
17 H -1.356 -1.252 -1.877
18 C -1.000 -0.096 0.428
19 N -2.045 0.380 -0.450
20 C -3.396 0.477 0.104
21 C -3.724 1.969 0.217
22 H -3.388 2.360 1.179
23 H -4.788 2.169 0.112
24 C -2.888 2.574 -0.909
25 H -3.385 2.444 -1.871
26 H -2.660 3.627 -0.758
27 C -1.622 1.725 -0.845
28 C -0.717 2.206 0.294
29 O -0.346 3.338 0.493
30 N -0.483 1.115 1.072
31 C -0.022 1.138 2.364
32 N -0.275 0.164 3.206
33 O 0.294 0.515 4.390
34 C 0.884 1.718 4.266
35 C 0.718 2.175 2.993
36 H 1.046 3.089 2.549
37 C 1.562 2.296 5.453
38 H 0.831 2.526 6.227
39 H 2.082 3.206 5.171
40 H 2.272 1.580 5.864
41 H -1.063 1.702 -1.785
42 H -4.079 -0.006 -0.605
43 H -3.473 -0.042 1.060
44 H -1.376 -0.776 1.200
45 O 1.773 -0.370 1.184
46 C 3.097 -0.535 1.627
47 H 3.138 -0.052 2.603
48 H 3.811 -0.049 0.954
49 H 3.356 -1.592 1.735
50 H 3.323 -1.706 -0.585

Output
SMILES: COc1cc(OC)c([C@H]2N(c3cc(C)on3)C(=O)[C@@H]3CCCN32)cc1OC
HOMO energy (Ha): -0.283
Frontier orbital gap (eV): 8.411

***

Relative energy table, unit kcal/mol: A) 0.0; B) 50.5

***

A) ORCA calculation (wB97M-V/def2-TZVPD) on 4 unconnected molecules or ions with the total composition C3H15N2O3.

Positions of all 23 atoms, in Å:
1 C -0.452 3.726 -0.606
2 C 0.774 2.865 -0.823
3 N 0.326 -0.179 1.151
4 C 0.553 1.076 0.839
5 N 0.714 1.436 -0.406
6 H -1.113 3.386 0.190
7 H -0.157 4.719 -0.260
8 H -0.983 3.848 -1.542
9 H 0.914 2.843 -1.912
10 H 1.771 3.178 -0.503
11 H 0.177 -0.852 0.425
12 H 0.165 -0.546 2.077
13 H 0.589 1.800 1.646
14 H 0.837 0.722 -1.107
15 H -2.889 -1.690 -1.380
16 H -2.324 -2.467 -2.584
17 O -2.187 -2.254 -1.670
18 H 2.532 -3.044 0.165
19 H 1.147 -2.991 1.008
20 O 1.774 -2.529 0.416
21 H -1.813 -2.567 1.457
22 H -1.026 -2.449 0.248
23 O -0.876 -2.512 1.220

Output
HOMO energy (Ha): -0.528
Total charge: +1
Frontier orbital gap (eV): 11.435

***

B) ORCA calculation (wB97M-V/def2-TZVPD) on 4 unconnected molecules or ions with the total composition C3H15N2O3.

Positions of all 23 atoms, in Å:
1 C -0.599 0.796 1.626
2 C 0.301 0.173 0.629
3 C 0.576 0.553 -0.630
4 N -0.138 1.567 -1.233
5 N 0.892 -1.037 1.135
6 H -0.800 1.822 1.376
7 H -0.278 0.892 2.649
8 H -1.613 0.396 1.782
9 H 1.247 0.091 -1.333
10 H -0.588 2.183 -0.498
11 H 0.169 1.947 -2.103
12 H 0.475 -1.955 0.600
13 H 0.604 -1.293 2.098
14 H 1.905 -1.025 1.211
15 H -2.405 -3.108 -2.025
16 H -2.731 -2.195 -0.749
17 O -2.029 -2.548 -1.333
18 H 1.399 4.435 -1.856
19 H 1.883 4.599 -0.450
20 O 2.167 4.236 -1.306
21 H 0.420 -4.035 0.352
22 H -0.675 -3.203 -0.400
23 O -0.182 -3.288 0.459

Output
HOMO energy (Ha): -0.437
Total charge: +1
Frontier orbital gap (eV): 9.064

***

Relative energy table, unit kcal/mol: A) 0.0; B) 19.0

***

A) ORCA calculation (wB97M-V/def2-TZVPD) on C6H8N2O3 in the gas phase.

Positions of all 19 atoms, in Å:
1 C 1.273 1.031 0.542
2 C 2.165 -0.937 -0.168
3 C -0.441 1.101 -1.384
4 C 0.140 0.259 -0.200
5 C -2.279 -0.394 0.200
6 C -0.930 -0.086 0.838
7 N 2.398 0.179 0.520
8 N 0.962 -0.792 -0.721
9 O 1.154 2.089 1.115
10 O 2.899 -1.890 -0.358
11 O -1.448 1.738 -1.256
12 H 0.032 0.835 -2.439
13 H -2.992 0.547 -0.068
14 H -2.842 -1.077 0.888
15 H -2.036 -0.910 -0.741
16 H -0.546 -1.091 1.444
17 H -1.132 0.709 1.543
18 H 3.236 0.318 1.011
19 H 0.386 -1.630 -0.765

Output
SMILES: CC[C@]1(C=O)NC(=O)NC1=O
HOMO energy (Ha): -0.374
Frontier orbital gap (eV): 10.466

***

B) ORCA calculation (wB97M-V/def2-TZVPD) on 2 unconnected molecules or ions with the total composition C6H8N2O3.

Positions of all 19 atoms, in Å:
1 C 1.283 1.540 1.439
2 C 0.187 0.945 2.331
3 C -0.052 0.022 0.236
4 C 2.365 2.315 1.741
5 C -0.593 -0.640 -0.767
6 C -1.756 -1.363 -1.227
7 N 1.042 0.861 0.194
8 N -0.473 0.094 1.566
9 O -0.059 1.170 3.476
10 O 0.774 -0.415 -2.509
11 O -1.684 -0.404 2.110
12 H 3.221 2.293 1.052
13 H 2.560 2.747 2.623
14 H -1.464 -2.551 -1.034
15 H -2.541 -1.315 -0.448
16 H -1.988 -1.157 -2.285
17 H 1.372 1.003 -0.748
18 H 1.493 -0.609 -1.962
19 H -1.571 -0.347 3.042

Output
HOMO energy (Ha): -0.310
Frontier orbital gap (eV): 7.644

***

Relative energy table, unit kcal/mol: A) 0.0; B) 146.9

***

A) ORCA calculation (wB97M-V/def2-TZVPD) on a molecular structure, C5H6NS.

Positions of all 13 atoms, in Å:
1 C 0.899 1.139 0.209
2 C 0.025 -0.936 0.207
3 C 1.156 -1.569 0.052
4 C -0.362 0.503 0.457
5 C -1.600 0.836 -0.413
6 N 2.047 0.901 0.122
7 S 3.121 -0.250 -0.106
8 H -0.699 -1.608 0.425
9 H 1.637 -2.407 -0.206
10 H -0.472 0.727 1.496
11 H -1.207 1.052 -1.405
12 H -2.235 1.620 -0.149
13 H -2.308 -0.009 -0.689

Output
HOMO energy (Ha): -0.523
Total charge: +1
Frontier orbital gap (eV): 8.532

***

B) ORCA calculation (wB97M-V/def2-TZVPD) on a gas-phase ion, C5H6NS (charge +1).

Positions of all 13 atoms, in Å:
1 C 0.746 -1.186 -0.324
2 C 1.348 1.444 0.301
3 C -0.280 -0.264 -0.119
4 C 0.027 1.003 0.264
5 C -1.701 -0.730 -0.020
6 N 2.437 0.729 0.094
7 S 2.344 -0.822 -0.191
8 H 0.488 -2.199 -0.733
9 H 1.490 2.594 0.320
10 H -0.796 1.822 0.475
11 H -2.170 -0.067 0.688
12 H -1.782 -1.854 0.166
13 H -2.149 -0.470 -0.921

Output
HOMO energy (Ha): -0.580
Total charge: +1
Frontier orbital gap (eV): 9.610

***

Relative energy table, unit kcal/mol: A) 88.4; B) 0.0

***

A) ORCA calculation (wB97M-V/def2-TZVPD) on a molecular structure, C3H6OS2.

Positions of all 12 atoms, in Å:
1 C 0.296 -0.973 0.509
2 C -0.699 0.120 0.440
3 C 0.624 0.362 -0.094
4 H 0.227 -1.920 -1.204
5 H 0.758 -1.138 1.464
6 H -1.555 -0.126 -0.233
7 H -2.374 2.122 1.353
8 H 1.266 1.152 0.517
9 H 1.848 0.868 -2.361
10 O 0.185 -2.166 -0.301
11 S -0.963 1.215 1.937
12 S 0.387 0.485 -2.026

Output
HOMO energy (Ha): -0.334
Frontier orbital gap (eV): 8.808

***

B) ORCA calculation (wB97M-V/def2-TZVPD) on 2 unconnected molecules or ions with the total composition C3H6OS2.

Positions of all 12 atoms, in Å:
1 C 0.166 -0.160 2.143
2 C 0.905 -0.560 -0.676
3 C -1.486 0.538 -2.136
4 H 0.679 0.972 2.897
5 H 1.025 -0.862 2.430
6 H -1.059 -0.204 2.279
7 H 1.813 0.077 -1.244
8 H 1.449 -1.612 -0.370
9 H -2.707 0.399 -2.290
10 O -0.961 1.685 -2.181
11 S 0.730 0.694 0.592
12 S -0.555 -0.967 -1.446

Output
HOMO energy (Ha): -0.322
Frontier orbital gap (eV): 9.152

***

Relative energy table, unit kcal/mol: A) 0.0; B) 4.6

***

A) ORCA calculation (wB97M-V/def2-TZVPD) on 2 unconnected molecules or ions with the total composition C3H6OS2.

Positions of all 12 atoms, in Å:
1 C 0.179 1.625 -0.756
2 C 0.614 0.802 0.143
3 C 0.397 -0.573 0.079
4 O 0.290 -1.240 -1.086
5 S 0.892 -1.550 1.368
6 S -2.269 -0.601 0.521
7 H 0.309 2.598 -0.619
8 H -0.340 1.404 -1.623
9 H 1.157 1.166 1.085
10 H 0.002 -0.652 -1.795
11 H 0.456 -2.636 0.862
12 H -1.685 -0.345 1.822

Output
HOMO energy (alpha / beta) (Ha): -0.276 / -0.290
Frontier orbital gap (alpha / beta) (eV): 6.221 / 6.848

***

B) ORCA calculation (wB97M-V/def2-TZVPD) on C3H6OS2 in the gas phase.

Positions of all 12 atoms, in Å:
1 C 2.432 0.026 -0.138
2 C -0.344 -0.064 0.196
3 C -2.619 -0.016 0.081
4 H 2.942 0.706 0.783
5 H 1.874 0.666 -0.968
6 H 3.303 -0.756 -0.466
7 H -0.151 0.471 -0.635
8 H -0.298 0.599 1.094
9 H -2.493 1.002 0.003
10 O -1.522 -0.924 -0.027
11 S 1.091 -1.118 0.098
12 S -4.214 -0.591 -0.020

Output
SMILES: CSCOC=S
HOMO energy (Ha): -0.328
Frontier orbital gap (eV): 8.550

***

Relative energy table, unit kcal/mol: A) 4.6; B) 0.0